Entry 1:
The following is a quantum chemistry calculation of a molecular structure, C35H39AuN5, from OMol25.

Each line ends with the Löwdin charge.
Cartesian coordinates (Å):
Au1 -0.1051 1.2160 0.2441  0.867
C1 -2.4214 -1.8596 -3.1442  -0.059
C2 -2.4403 -0.7127 -2.1298  -0.381
C3 -3.1015 0.5246 -2.7392  -0.057
C4 -3.1042 -1.1410 -0.8295  -0.139
C5 -4.4893 -1.2757 -0.7833  -0.049
C6 -5.1397 -1.6143 0.3870  -0.091
C7 -4.4010 -1.8031 1.5434  -0.044
C8 -3.0182 -1.6712 1.5539  -0.144
C9 -2.2947 -1.7868 2.8843  -0.369
C10 -1.8644 -0.4036 3.3817  -0.064
C11 -1.1232 -2.7721 2.9160  -0.067
C12 -2.3706 -1.3727 0.3455  -0.179
N1 -0.9649 -1.2131 0.3325  0.039
C13 -0.2739 -2.0575 -0.3192  -0.132
C14 1.1583 -2.0335 -0.5838  -0.129
C15 1.6389 -3.2566 -1.0868  -0.070
C16 2.9550 -3.4914 -1.3993  -0.117
C17 3.8505 -2.4343 -1.2153  -0.097
C18 3.4264 -1.2151 -0.7555  -0.056
C19 2.0652 -0.9345 -0.4188  -0.266
N2 1.7215 0.3067 -0.0063  -0.099
C20 2.7618 1.2787 0.0945  -0.231
C21 3.0877 2.0921 -1.0063  -0.143
C22 4.1197 3.0186 -0.8653  -0.057
C23 4.8132 3.1670 0.3199  -0.091
C24 4.4638 2.3773 1.4012  -0.051
C25 3.4484 1.4291 1.3164  -0.140
C26 3.1743 0.6225 2.5834  -0.363
C27 3.7610 -0.7918 2.5479  -0.059
C28 1.7165 0.5729 3.0411  -0.096
C29 2.3727 2.1360 -2.3579  -0.365
C30 1.3108 3.2430 -2.3507  -0.074
C31 1.7863 0.8483 -2.9371  -0.070
H1 -1.9298 -1.5481 -4.0689  0.076
H2 -3.4403 -2.1710 -3.3884  0.078
H3 -1.8930 -2.7304 -2.7530  0.065
H4 -1.4060 -0.4411 -1.9107  0.092
H5 -4.1349 0.3294 -3.0319  0.073
H6 -2.5559 0.8363 -3.6328  0.078
H7 -3.1052 1.3585 -2.0372  0.058
H8 -5.0724 -1.0807 -1.6747  0.108
H9 -6.2190 -1.6791 0.4108  0.098
H10 -4.9087 -2.0347 2.4734  0.107
H11 -3.0447 -2.1650 3.5864  0.119
H12 -1.1585 0.0531 2.6868  0.028
H13 -1.3801 -0.4793 4.3590  0.076
H14 -2.7250 0.2613 3.4704  0.082
H15 -0.2450 -2.3672 2.4158  0.056
H16 -1.3849 -3.7174 2.4352  0.080
H17 -0.8487 -2.9827 3.9527  0.073
H18 -0.7780 -2.9386 -0.7402  0.123
H19 0.9130 -4.0519 -1.2216  0.103
H20 3.2805 -4.4512 -1.7760  0.087
H21 4.9018 -2.5655 -1.4464  0.100
H22 4.1562 -0.4263 -0.6423  0.112
H23 4.3742 3.6416 -1.7165  0.109
H24 5.6093 3.8963 0.4046  0.094
H25 4.9886 2.4955 2.3430  0.105
H26 3.7230 1.1613 3.3627  0.116
H27 3.1964 -1.4422 1.8812  0.065
H28 3.7255 -1.2280 3.5497  0.076
H29 4.8003 -0.7863 2.2131  0.080
H30 1.1357 -0.1257 2.4412  0.032
H31 1.2363 1.5513 2.9772  0.073
H32 1.6735 0.2391 4.0815  0.078
H33 3.1502 2.4529 -3.0616  0.121
H34 0.5069 3.0031 -1.6515  0.030
H35 0.8720 3.3553 -3.3450  0.076
H36 1.7406 4.2004 -2.0515  0.076
H37 0.8757 0.5444 -2.4208  0.046
H38 2.4920 0.0188 -2.8978  0.073
H39 1.5315 1.0270 -3.9851  0.078
N3 -1.8283 2.2243 0.5003  0.006
C32 -2.8906 2.6339 0.2904  -0.191
C33 -4.1642 3.1381 0.0718  -0.291
C34 -4.3157 4.4614 -0.4079  -0.259
N4 -4.4392 5.5407 -0.7992  0.105
C35 -5.2986 2.3226 0.3042  -0.249
N5 -6.2363 1.6736 0.4852  0.124

## Properties
HOMO-LUMO gap, eV: 7.45
ΔE to the lowest compared entry with this formula, charge and spin, kcal per mole: 0.2
Total charge: -1
2S+1: 1

***

Entry 2:
The following is a quantum chemistry calculation of 2 unconnected molecules or ions with the total composition C6H7IO3S at a distorted geometry, from OMol25.

Each line ends with the Löwdin charge.
Cartesian coordinates (Å):
C1 2.9692 -0.7458 2.3435  0.073
C2 1.8799 0.1712 2.2385  -0.316
S1 0.5315 1.3710 1.6111  1.020
C3 -1.1531 0.5525 1.5943  -0.373
C4 -1.1544 -1.0496 1.9401  -0.692
O1 -1.9322 -1.4405 2.9875  -0.134
I1 -0.0776 -2.6244 0.8647  0.842
H1 3.9781 -1.3611 2.1732  0.103
H2 0.8018 1.7145 0.2557  0.052
H3 -1.7155 0.7777 0.5734  0.101
H4 -1.8020 1.1101 2.4268  0.131
C5 -0.2183 -0.2540 -3.1339  -0.042
C6 -0.4921 0.8607 -2.1390  -0.759
O2 -1.2766 0.5614 -1.1963  -0.136
O3 0.1029 1.9473 -2.3843  -0.072
H5 -0.7603 -1.1667 -2.8682  0.059
H6 -0.5331 0.0562 -4.1348  0.074
H7 0.8519 -0.4804 -3.1524  0.069

## Properties
HOMO-LUMO gap, eV: 5.63
Total charge: 0
2S+1: 1

***

Entry 3:
The following is a quantum chemistry calculation of a single C4H9NO2 molecule, from OMol25.

Each line ends with the Löwdin charge.
Cartesian coordinates (Å):
C1 0.5246 -0.9502 1.1949  -0.039
C2 -0.2211 0.7833 0.1700  -0.179
C3 0.8370 0.9339 -0.8992  -0.240
O1 0.4074 1.9223 -1.8092  -0.042
N1 -1.4076 0.3265 -0.2657  0.057
C4 -0.7938 -1.1821 -0.0553  -0.486
O2 -0.4152 -1.7738 -1.0530  -0.024
H1 0.1596 -0.6661 2.1875  0.066
H2 1.5080 -0.5079 1.0025  0.062
H3 0.6858 -2.0299 1.1878  0.073
H4 -0.1446 1.4021 1.0679  0.146
H5 1.7741 1.2922 -0.4677  0.127
H6 0.9883 -0.0450 -1.3746  0.123
H7 -0.3776 1.5734 -2.2557  0.096
H8 -2.1535 0.4968 0.4050  0.112
H9 -1.5057 -1.5376 0.7000  0.146

## Properties
HOMO-LUMO gap, eV: 9.18
ΔE to the lowest compared entry with this formula, charge and spin, kcal per mole: 120.8
Total charge: 0
2S+1: 1

***

Entry 4:
The following is a quantum chemistry calculation of a molecular structure, C40H50Cl2N6O10S2SiV at a distorted geometry, from OMol25.

Each line ends with the Löwdin charge.
Cartesian coordinates (Å):
V1 -0.6715 0.7014 0.9155  0.813
C1 4.1460 -2.2436 -1.6007  -0.025
C2 3.4279 -2.0212 -0.2746  -0.615
C3 2.9308 -3.3463 0.2908  -0.015
C4 4.3494 -1.3504 0.7271  -0.022
O1 2.3100 -1.1181 -0.4571  -0.130
Si1 1.1958 -1.1946 -1.6436  -0.056
S1 -0.3830 0.1904 -1.3358  0.581
O2 1.8396 -0.9319 -3.1185  -0.156
C5 2.1998 0.2142 -3.8989  -0.641
C6 2.8308 1.2810 -3.0098  -0.026
C7 0.9587 0.7517 -4.6001  -0.035
C8 3.2079 -0.2928 -4.9224  -0.025
O3 0.6648 -2.7345 -1.6317  -0.143
C9 -0.0788 -3.5219 -2.5731  -0.629
C10 -0.4516 -4.7942 -1.8243  -0.020
C11 -1.3264 -2.7596 -3.0028  -0.033
C12 0.7989 -3.8634 -3.7713  -0.023
H1 5.0448 -2.8416 -1.4368  0.096
H2 4.4402 -1.2882 -2.0362  0.073
H3 3.5068 -2.7659 -2.3145  0.079
H4 3.7729 -4.0265 0.4315  0.091
H5 2.2062 -3.8057 -0.3795  0.069
H6 2.4560 -3.1855 1.2585  0.084
H7 4.9940 -2.0829 1.2175  0.090
H8 3.7365 -0.8736 1.4818  0.067
H9 4.9784 -0.5940 0.2515  0.087
H10 2.1083 1.6649 -2.2881  0.057
H11 3.1866 2.1157 -3.6171  0.093
H12 3.6798 0.8632 -2.4648  0.082
H13 0.2080 1.0544 -3.8709  0.041
H14 0.5313 -0.0157 -5.2483  0.088
H15 1.2182 1.6170 -5.2133  0.089
H16 4.0838 -0.7026 -4.4175  0.080
H17 3.5288 0.5178 -5.5789  0.088
H18 2.7614 -1.0795 -5.5321  0.085
H19 -1.0499 -4.5525 -0.9471  0.068
H20 0.4511 -5.3122 -1.4952  0.086
H21 -1.0231 -5.4659 -2.4673  0.090
H22 -1.9121 -2.4678 -2.1297  0.068
H23 -1.9417 -3.3761 -3.6612  0.092
H24 -1.0518 -1.8506 -3.5432  0.072
H25 1.7002 -4.3831 -3.4396  0.088
H26 1.0953 -2.9613 -4.3043  0.072
H27 0.2556 -4.5189 -4.4544  0.089
C13 -5.6549 5.6218 -1.7595  -0.048
C14 -5.3053 4.2608 -1.2237  -0.269
C15 -5.6995 3.8692 0.0517  -0.029
C16 -5.3583 2.6241 0.5569  -0.044
C17 -4.6089 1.7567 -0.2209  -0.277
C18 -4.2323 2.1124 -1.5105  -0.076
C19 -4.5762 3.3612 -2.0006  -0.032
S2 -4.0794 0.1895 0.4150  0.603
O4 -5.0759 -0.2629 1.3488  -0.287
O5 -3.7359 -0.6114 -0.7189  -0.305
N1 -2.7093 0.5307 1.2231  -0.169
C20 -2.6905 1.1410 2.4530  -0.359
C21 -3.6864 1.3202 3.4235  0.007
C22 -3.3302 1.9681 4.5859  -0.042
C23 -2.0218 2.4110 4.8024  -0.056
C24 -1.0917 2.1716 3.8189  -0.101
N2 -1.4330 1.5680 2.6813  0.005
H28 -6.4534 6.0820 -1.1792  0.076
H29 -5.9761 5.5643 -2.7996  0.081
H30 -4.7893 6.2865 -1.7211  0.084
H31 -6.2892 4.5464 0.6578  0.114
H32 -5.6875 2.3210 1.5411  0.107
H33 -3.6910 1.3986 -2.1207  0.115
H34 -4.2900 3.6361 -3.0092  0.119
H35 -4.6787 0.9315 3.2625  0.099
H36 -4.0789 2.1209 5.3531  0.113
H37 -1.7367 2.9080 5.7175  0.105
H38 -0.0502 2.4540 3.9167  0.122
Cl1 1.5661 -0.9434 3.9149  0.772
C25 0.4384 -2.1522 3.4211  -0.567
C26 0.3895 -3.3695 4.1271  -0.116
C27 -0.5079 -4.3261 3.7610  -0.590
Cl2 -0.5423 -5.8212 4.6400  0.711
C28 -1.4208 -4.1212 2.6939  -0.162
C29 -2.4165 -5.0444 2.3010  -0.023
C30 -3.2689 -4.7115 1.2903  -0.034
C31 -3.1232 -3.4592 0.6533  -0.120
N3 -2.2001 -2.5928 0.9732  0.157
C32 -1.3610 -2.9020 1.9840  -0.132
C33 -0.3940 -1.9218 2.3551  -0.268
O6 -0.3146 -0.7749 1.6780  -0.211
H39 1.0672 -3.5315 4.9526  0.109
H40 -2.4935 -5.9940 2.8117  0.091
H41 -4.0497 -5.3881 0.9716  0.108
H42 -3.7941 -3.1639 -0.1469  0.110
N4 -1.8595 3.6367 0.7465  0.037
N5 -1.3151 2.5695 -0.0434  -0.142
H43 -1.8816 4.4787 0.1786  0.090
H44 -1.2093 3.8049 1.5056  0.069
H45 -0.4647 2.8588 -0.5398  0.042
H46 -2.0261 2.3104 -0.7196  0.041
O7 1.3042 3.2392 -0.4191  0.039
C34 1.6704 2.5877 0.5503  -0.532
O8 0.9644 1.6907 1.1690  -0.153
C35 3.0231 2.8392 1.1502  -0.101
C36 3.9982 3.4831 0.3990  0.007
C37 5.2602 3.7050 0.9320  -0.044
C38 5.5516 3.3018 2.2261  0.008
C39 4.5574 2.6765 2.9579  -0.130
C40 3.3006 2.4302 2.4445  0.062
N6 4.8527 2.2293 4.3306  -0.349
O9 3.9614 1.6802 4.9494  0.065
O10 5.9781 2.4026 4.7516  0.081
H47 3.7519 3.7975 -0.6066  0.123
H48 6.0213 4.1945 0.3397  0.110
H49 6.5233 3.4603 2.6692  0.120
H50 2.5590 1.9104 3.0315  0.105

## Properties
HOMO-LUMO gap (spin up / spin down), eV: 6.83 / 7.61
ΔE to the lowest compared entry with this formula, charge and spin, kcal per mole: 0.0
Total charge: 0
2S+1: 2

***

Entry 5:
The following is a quantum chemistry calculation of a single C2H7N3 molecule at a distorted geometry, from OMol25.

Each line ends with the Löwdin charge.
Cartesian coordinates (Å):
H1 -1.8872 -1.2115 0.9106  0.036
N1 -1.0627 -1.0302 0.3863  0.134
C1 -0.4314 0.0347 0.5748  -0.562
N2 -0.6626 1.0387 1.5035  0.114
N3 0.7561 0.3202 -0.1930  -0.057
C2 0.8270 -0.4606 -1.4195  -0.144
H2 -0.0250 1.8086 1.4384  0.077
H3 -1.6062 1.3097 1.6740  0.082
H4 1.5387 0.1455 0.4157  0.109
H5 0.8036 -1.5334 -1.2397  0.065
H6 0.0114 -0.1941 -2.0813  0.075
H7 1.7382 -0.2278 -1.9699  0.072

## Properties
HOMO-LUMO gap, eV: 10.36
ΔE to the lowest compared entry with this formula, charge and spin, kcal per mole: 7.0
SMILES: [H]/N=C(\N)NC
Total charge: 0
2S+1: 1

***

Entry 6:
The following is a quantum chemistry calculation of a single CH5N3O3 molecule at a distorted geometry, from OMol25.

Each line ends with the Löwdin charge.
Cartesian coordinates (Å):
C1 -0.5987 1.1675 -0.5794  -0.033
N1 0.1609 0.3943 0.4223  -0.191
N2 1.2495 0.8012 1.0314  0.029
O1 0.4705 -1.1409 -0.0019  0.000
N3 -0.6451 -1.9492 -0.1302  -0.466
O2 -1.7032 -1.4548 -0.2404  0.107
O3 -0.3524 -3.1202 -0.1562  0.096
H1 -1.2537 0.4725 -0.9225  0.014
H2 -1.0720 1.9876 -0.1126  0.076
H3 0.0240 1.5380 -1.5194  0.125
H4 1.6426 0.1482 1.7314  0.121
H5 2.0776 1.1558 0.4775  0.121

## Properties
HOMO-LUMO gap, eV: 10.03
ΔE to the lowest compared entry with this formula, charge and spin, kcal per mole: 115.6
SMILES: CN(N)O[N+](=O)[O-]
Total charge: 0
2S+1: 1

***

Entry 7:
The following is a quantum chemistry calculation of 2 unconnected molecules or ions with the total composition C5H16N2O at a distorted geometry, from OMol25.

Each line ends with the Löwdin charge.
Cartesian coordinates (Å):
C1 -0.1366 0.1199 -2.4509  -0.080
C2 0.7504 -0.1008 -1.2159  -0.373
C3 1.0653 -1.6141 -1.0727  -0.064
C4 0.1557 0.4927 0.0990  -0.398
N1 0.2710 1.9362 0.0230  0.035
C5 -1.2699 -0.0344 0.3521  -0.232
N2 -1.5013 -0.3968 1.7678  0.003
H1 -0.5092 -0.7860 -2.9179  0.065
H2 -1.0078 0.7674 -2.3099  0.070
H3 0.4278 0.5850 -3.2665  0.074
H4 1.6415 0.5251 -1.2580  0.121
H5 1.0206 -1.9584 -0.0338  0.074
H6 0.2626 -2.2036 -1.5138  0.064
H7 2.0418 -1.7803 -1.5138  0.075
H8 0.8558 0.1702 0.8697  0.120
H9 -0.0072 2.3945 0.8781  0.066
H10 -0.2355 2.4018 -0.7262  0.071
H11 -2.0112 0.6740 -0.0166  0.111
H12 -1.4526 -0.9292 -0.2577  0.103
H13 -2.4674 -0.2512 1.9993  0.054
H14 -1.2070 -1.3560 1.9220  0.072
O1 1.3075 0.1249 3.6162  -0.077
H15 0.3523 0.2287 3.6764  0.011
H16 1.6533 0.9905 3.3503  0.036

## Properties
HOMO-LUMO gap, eV: 9.73
ΔE to the lowest compared entry with this formula, charge and spin, kcal per mole: 16.6
SMILES: CC(C)[C@@H](N)CN.O
Total charge: 0
2S+1: 1

***

Entry 8:
The following is a quantum chemistry calculation of 2 unconnected molecules or ions with the total composition C5H14OS at a distorted geometry, from OMol25.

Each line ends with the Löwdin charge.
Cartesian coordinates (Å):
C1 1.7662 -1.0568 0.9130  -0.116
C2 1.7227 0.4637 0.9697  -0.273
C3 0.8203 0.9944 2.0979  -0.287
C4 -0.5243 0.3052 2.2160  -0.506
S1 -1.5026 0.2983 0.6819  0.794
C5 -1.7357 2.0575 0.4701  -0.436
H1 1.6589 -1.4534 1.9257  0.072
H2 1.0289 -1.5149 0.2543  0.066
H3 2.7167 -1.4430 0.5680  0.063
H4 1.3913 0.9149 0.0648  0.079
H5 2.7174 0.8897 1.1277  0.105
H6 0.7033 2.0723 1.9624  0.098
H7 1.3165 0.8947 3.0699  0.111
H8 -0.4186 -0.7040 2.5943  0.068
H9 -1.1527 0.8851 2.8924  0.066
H10 -1.8571 2.5767 1.4292  0.043
H11 -2.6266 2.2300 -0.1257  0.027
H12 -0.8795 2.5477 0.0244  0.026
O1 0.6254 -2.9032 -6.7766  -0.068
H13 -0.0269 -2.1857 -6.8376  0.039
H14 1.3680 -2.4553 -6.3585  0.029

## Properties
HOMO-LUMO gap, eV: 9.27
ΔE to the lowest compared entry with this formula, charge and spin, kcal per mole: 3.3
SMILES: CCCCSC.O
Total charge: 0
2S+1: 1

***

What is the 2S+1 in the second record? 1

***

What is the total charge in the third record? 0